1.
C48H60BrClF4N6O6P2PbS | ωB97M-V/def2-TZVPD

Structure (XYZ):
```
130
Properties=species:S:1:pos:R:3:mulliken_charge:R:1
Pb -0.630 -0.578 0.027 2.962
F 3.098 6.124 4.859 -0.321
C 2.781 4.907 4.372 0.416
C 3.690 3.857 4.449 0.299
F 4.892 4.060 5.026 -0.330
C 3.359 2.606 3.946 0.044
F 4.270 1.633 4.107 -0.322
C 2.138 2.353 3.332 -0.815
P 1.675 0.803 2.424 1.558
C 1.174 -0.241 3.839 0.386
C 0.764 0.238 5.074 -0.617
C 0.380 -0.649 6.067 -0.786
C 0.435 -2.014 5.841 -0.805
C 0.837 -2.496 4.607 -0.992
C 1.170 -1.614 3.600 -0.126
C 3.329 0.032 2.170 -0.198
C 3.987 0.340 1.043 -1.178
C 4.966 -0.576 0.415 -0.847
C 5.362 -1.817 1.251 0.055
C 4.886 -1.783 2.662 -1.752
C 3.892 -0.987 3.050 -0.151
C 1.233 3.425 3.273 0.183
Br -0.454 3.172 2.498 0.063
C 1.541 4.671 3.796 0.331
F 0.654 5.679 3.752 -0.352
H 0.740 1.303 5.262 0.399
H 0.040 -0.272 7.023 0.333
H 0.160 -2.710 6.620 0.341
H 0.873 -3.559 4.428 0.581
H 1.443 -1.983 2.621 0.654
H 3.693 1.196 0.454 0.810
H 5.798 -0.042 -0.056 0.335
H 6.431 -2.042 1.206 0.573
H 5.366 -2.453 3.364 0.321
H 3.571 -0.999 4.081 0.779
O -3.487 1.287 1.507 -0.815
H -3.136 1.724 0.726 0.257
H -3.764 0.386 1.154 0.498
O -1.277 0.225 2.593 -0.366
H -1.508 -0.669 2.866 0.095
H -2.130 0.649 2.312 0.267
O -1.322 -2.933 -0.915 -0.798
H -1.759 -3.132 -0.061 -0.064
H -0.456 -3.347 -0.846 0.358
O 1.687 2.149 -0.193 -0.775
H 1.917 1.247 -0.450 -0.208
H 0.775 2.213 -0.526 -0.016
Cl -4.660 -4.401 0.237 -0.231
C -4.665 -2.938 -0.766 -0.089
C -4.875 -1.647 0.121 0.392
O -6.013 -1.411 0.513 -0.781
O -3.838 -0.972 0.281 -0.335
H -5.486 -3.050 -1.479 0.374
H -3.701 -2.890 -1.273 -0.032
C 1.571 -1.044 -0.528 -1.820
C 2.761 -1.238 -0.649 -1.222
C 4.195 -1.518 -0.590 3.844
C 4.819 -1.533 -1.940 -1.083
C 5.538 -2.561 -2.391 -0.539
C 5.743 -3.755 -1.593 -0.562
C 5.270 -3.849 -0.349 -1.043
C 4.535 -2.737 0.311 0.100
H 4.630 -0.657 -2.546 0.481
H 5.971 -2.548 -3.383 0.417
H 6.272 -4.584 -2.049 0.363
H 5.390 -4.754 0.229 0.424
H 3.644 -3.122 0.817 0.310
N -0.709 1.092 -1.412 -0.704
P -1.285 1.913 -2.555 -0.842
N -2.924 1.704 -2.938 1.162
C -3.642 2.492 -3.898 -0.467
C -4.396 1.613 -4.900 -0.673
C -5.323 0.658 -4.148 -1.028
C -4.534 -0.133 -3.104 -0.470
C -3.776 0.823 -2.183 0.638
N -1.095 3.595 -2.301 0.707
C -0.862 4.702 -3.194 -0.841
C -1.652 5.952 -2.769 -1.120
C -2.987 5.564 -2.143 -0.344
C -2.760 4.711 -0.883 -0.787
C -1.398 4.004 -0.954 0.186
N -0.607 1.798 -4.138 0.241
C 0.796 2.136 -4.240 -1.161
C 1.729 1.001 -3.814 0.527
C 1.431 -0.263 -4.609 -1.317
C -0.035 -0.614 -4.392 -0.022
C -0.916 0.559 -4.818 -0.323
H -2.930 3.132 -4.421 0.113
H -4.393 3.117 -3.383 0.346
H -3.683 1.041 -5.495 0.240
H -4.971 2.248 -5.581 0.445
H -5.816 -0.021 -4.852 0.423
H -6.102 1.237 -3.642 0.339
H -3.826 -0.806 -3.595 0.158
H -5.208 -0.737 -2.496 0.355
H -3.164 0.253 -1.484 -1.279
H -4.516 1.401 -1.607 0.272
H -1.129 4.409 -4.213 0.495
H 0.209 4.979 -3.199 0.269
H -1.807 6.598 -3.638 0.499
H -1.072 6.516 -2.035 0.392
H -3.559 4.998 -2.880 -0.089
H -3.565 6.461 -1.898 0.489
H -3.554 3.967 -0.802 0.088
H -2.791 5.329 0.016 0.569
H -1.411 3.105 -0.335 -0.950
H -0.606 4.664 -0.575 0.756
H 0.989 3.002 -3.606 0.255
H 1.004 2.416 -5.288 0.301
H 1.553 0.792 -2.759 -0.274
H 2.767 1.314 -3.948 0.490
H 2.077 -1.081 -4.280 0.498
H 1.616 -0.086 -5.676 0.438
H -0.206 -0.805 -3.332 -0.207
H -0.316 -1.503 -4.963 0.484
H -1.955 0.311 -4.603 -0.154
H -0.806 0.728 -5.901 0.322
C -0.944 -6.326 5.986 -1.415
C -0.743 -6.067 4.519 1.103
C -0.104 -6.989 3.686 -0.733
C 0.051 -6.596 2.363 -0.286
N -0.359 -5.441 1.894 -0.468
C -0.991 -4.620 2.763 0.061
S -1.593 -3.149 2.216 -0.317
N -1.179 -4.917 4.067 -0.365
H -1.417 -7.293 6.148 0.417
H -1.571 -5.541 6.397 0.306
H 0.015 -6.317 6.506 0.273
H 0.233 -7.949 4.045 0.372
H 0.532 -7.261 1.646 0.376
```

Summary:
* relative energy (zero: lowest compared OMol25 entry of this formula, charge and spin): 93.9 kcal per mole
* calculated total energy: -7352.488799 Eh
* orbital gap: 6.030 eV
* total charge: -2
* multiplicity: 1

2.
C48H60NO3P2RbS2 | ωB97M-V/def2-TZVPD

Structure (XYZ):
```
117
Properties=species:S:1:pos:R:3:mulliken_charge:R:1
Rb 0.536 0.025 0.677 0.682
C -5.849 1.465 5.085 -0.498
C -5.412 2.555 4.341 -0.629
C -4.088 2.734 3.977 0.033
C -3.142 1.761 4.307 0.047
C -3.582 0.648 5.070 -0.535
C -4.909 0.496 5.432 -0.440
P -1.434 1.766 3.416 0.943
C -2.079 2.503 1.888 0.175
C -1.510 3.634 1.281 -0.366
C -1.841 3.960 -0.036 -0.616
C -2.846 3.257 -0.685 -0.382
C -3.442 2.163 -0.076 -0.679
C -3.022 1.778 1.188 -0.103
C -0.495 3.100 4.188 -0.114
C -0.890 3.843 5.284 -0.436
C 0.011 4.803 5.871 -0.725
C 1.278 4.909 5.421 -0.693
C 1.711 4.101 4.352 0.867
C 3.035 4.267 3.813 -1.100
C 3.409 3.570 2.705 -0.799
C 2.485 2.707 2.074 -0.867
C 1.206 2.498 2.544 0.734
C 0.852 3.187 3.690 -0.841
H -6.892 1.345 5.317 0.388
H -6.127 3.352 4.044 0.290
H -3.819 3.596 3.410 0.546
H -2.856 -0.159 5.240 0.217
H -5.186 -0.357 6.076 0.321
H -0.665 4.105 1.788 0.443
H -1.368 4.824 -0.533 0.376
H -3.104 3.508 -1.754 0.329
H -4.107 1.484 -0.554 0.429
H -3.396 0.886 1.662 0.440
H -1.958 3.737 5.599 0.235
H -0.421 5.346 6.713 0.363
H 1.937 5.635 5.928 0.277
H 3.695 4.958 4.272 0.330
H 4.382 3.712 2.251 0.405
H 2.778 2.350 1.097 0.424
O -0.607 1.795 -1.556 0.725
C -1.205 1.510 -2.767 -1.013
C -2.151 0.348 -2.502 0.427
C -3.306 0.178 -3.250 -0.893
C -4.157 -0.879 -3.031 -0.838
C -3.836 -1.750 -2.000 -0.813
C -2.647 -1.535 -1.342 -0.674
N -1.843 -0.518 -1.544 1.256
H 0.017 2.571 -1.672 -0.566
H -0.478 1.252 -3.519 0.410
H -1.759 2.327 -3.227 0.313
H -3.541 0.864 -4.021 0.562
H -5.101 -0.966 -3.530 0.395
H -4.510 -2.530 -1.692 0.540
H -2.380 -2.267 -0.583 0.430
O 1.773 -1.942 2.080 -0.823
H -0.620 -1.938 2.290 -0.147
H 2.536 -2.127 2.639 -0.090
C -1.430 -4.387 1.493 -0.937
C -1.735 -3.655 2.855 0.939
C -2.979 -4.157 3.590 -1.705
C -1.626 -2.174 2.616 0.103
H -1.304 -5.489 1.566 0.388
H -0.434 -3.972 1.171 0.011
H -2.214 -4.243 0.726 0.223
H -0.836 -3.878 3.470 0.175
H -3.867 -3.909 3.029 0.324
H -3.076 -3.541 4.472 0.395
H -2.930 -5.184 3.847 0.443
H -1.879 -1.560 3.501 -0.296
H -2.304 -1.754 1.784 -0.087
C 1.644 -4.488 -4.288 -2.268
C 1.053 -3.799 -3.033 2.434
C -0.400 -3.418 -3.242 -1.574
C 1.079 -4.867 -1.935 -2.356
P 1.922 -2.241 -2.358 0.970
C 2.513 -1.408 -3.956 0.200
C 2.333 -0.052 -4.016 -0.063
C 2.626 0.742 -5.151 -0.571
C 3.156 0.100 -6.285 -0.615
C 3.446 -1.250 -6.200 -1.126
C 3.099 -1.983 -5.065 -0.093
C 3.561 -2.619 -1.618 2.054
C 4.538 -3.514 -2.396 -1.802
C 4.248 -1.239 -1.348 -2.183
C 3.310 -3.190 -0.242 -2.284
H 1.065 -5.371 -4.433 0.666
H 2.725 -4.726 -4.187 0.187
H 1.461 -3.879 -5.212 0.406
H -0.972 -4.289 -3.589 0.545
H -0.522 -2.551 -3.990 0.236
H -0.788 -3.009 -2.340 0.084
H 0.451 -5.704 -2.247 0.584
H 0.681 -4.509 -1.008 0.288
H 2.048 -5.288 -1.834 0.502
H 1.948 0.470 -3.145 0.327
H 2.435 1.806 -5.169 0.351
H 3.438 0.688 -7.157 0.354
H 3.859 -1.728 -7.107 0.318
H 3.271 -3.030 -5.091 0.509
H 4.751 -3.120 -3.387 0.305
H 4.074 -4.481 -2.535 0.305
H 5.470 -3.589 -1.866 0.501
H 4.526 -0.721 -2.242 0.401
H 5.143 -1.537 -0.787 0.587
H 3.664 -0.661 -0.641 0.451
H 2.799 -4.146 -0.167 0.227
H 2.704 -2.532 0.416 0.669
H 4.233 -3.364 0.319 0.566
C 2.369 5.135 -0.563 -0.092
O 3.126 5.230 -1.746 -0.458
C 2.997 4.391 -2.795 0.117
S 4.149 4.463 -3.998 -0.469
S 1.652 3.339 -2.846 -0.292
H 2.846 5.808 0.137 0.276
H 2.474 4.126 -0.160 -0.082
H 1.345 5.469 -0.755 0.260
```

Summary:
* relative energy (zero: lowest compared OMol25 entry of this formula, charge and spin): 4.6 kcal per mole
* calculated total energy: -3648.643360 Eh
* orbital gap: 5.228 eV
* total charge: -2
* multiplicity: 1

3.
C48H64I3N15O4 | ωB97M-V/def2-TZVPD

Structure (XYZ):
```
134
Properties=species:S:1:pos:R:3:mulliken_charge:R:1
C 1.654 -3.748 2.079 -0.730
C 1.065 -2.753 1.382 0.019
C 0.826 -2.942 -0.070 0.340
O 1.616 -3.296 -0.910 -0.575
O -0.482 -2.715 -0.321 -0.364
C -0.770 -1.953 -1.515 -0.329
C -2.269 -1.761 -1.622 -0.067
C -2.826 -1.058 -0.377 -0.362
C -4.119 -0.280 -0.640 -1.099
C -3.881 1.086 -1.300 -0.233
C -2.910 1.996 -0.530 -0.654
C -1.617 2.336 -1.200 0.969
C -1.156 1.844 -2.352 0.639
C 0.112 2.356 -2.909 -0.156
O 0.328 2.420 -4.098 -0.598
C 1.145 2.821 -1.912 0.074
C 2.552 2.694 -2.333 -1.442
I 3.231 4.349 -3.421 0.121
C 3.316 1.635 -2.102 1.043
C 4.719 1.422 -2.576 -1.475
I 2.467 0.046 -1.031 0.138
C 0.706 3.298 -0.747 0.234
I 2.008 3.958 0.725 0.107
C -0.769 3.366 -0.501 0.123
O -1.257 4.209 0.211 -0.576
H 2.560 -4.228 1.724 0.305
H 1.224 -4.111 3.004 0.166
H 0.771 -1.836 1.882 0.439
H -0.313 -0.965 -1.381 -0.172
H -0.328 -2.434 -2.389 0.542
H -2.413 -1.165 -2.530 -0.243
H -2.736 -2.739 -1.760 0.558
H -3.032 -1.820 0.378 0.379
H -2.049 -0.416 0.054 0.145
H -4.749 -0.866 -1.314 0.370
H -4.650 -0.116 0.298 0.445
H -4.848 1.589 -1.327 -0.069
H -3.601 0.925 -2.343 0.241
H -3.405 2.951 -0.328 0.473
H -2.710 1.578 0.463 0.438
H -1.694 1.090 -2.914 -0.198
H 5.253 0.798 -1.861 0.480
H 5.224 2.368 -2.747 0.203
H 4.664 0.865 -3.519 0.191
C 1.810 -7.618 0.322 -0.386
C 2.296 -7.146 1.613 0.405
N 2.679 -6.750 2.620 -0.464
H 1.685 -8.699 0.345 0.317
H 0.854 -7.150 0.091 0.233
H 2.527 -7.365 -0.455 -0.064
C 6.460 5.690 -1.396 -0.594
C 6.657 4.301 -0.996 0.388
N 6.812 3.205 -0.690 -0.427
H 5.758 5.719 -2.228 0.080
H 6.052 6.263 -0.567 0.208
H 7.404 6.130 -1.706 0.335
C 0.474 -3.791 6.610 -0.812
C 0.270 -2.959 5.430 0.341
N 0.109 -2.309 4.498 -0.361
H 1.540 -3.935 6.776 0.171
H 0.034 -3.307 7.480 0.351
H 0.012 -4.766 6.468 0.307
C -8.519 2.918 -1.084 -0.759
C -7.590 2.015 -0.417 0.425
N -6.868 1.293 0.108 -0.397
H -8.658 2.616 -2.120 0.186
H -9.481 2.892 -0.574 0.304
H -8.126 3.933 -1.058 0.267
C -1.173 4.400 3.442 0.007
C -1.677 3.620 4.567 0.223
N -2.073 3.013 5.457 -0.421
H -0.108 4.221 3.307 0.102
H -1.694 4.120 2.529 0.010
H -1.330 5.461 3.626 0.078
C 8.286 9.643 0.704 -0.769
C 7.926 8.992 -0.551 0.375
N 7.642 8.481 -1.538 -0.402
H 9.217 10.193 0.579 0.277
H 7.500 10.335 0.999 0.268
H 8.415 8.895 1.484 0.261
C -1.676 0.759 -6.194 -0.714
C -2.535 -0.009 -5.301 0.502
N -3.206 -0.615 -4.590 -0.453
H -1.459 0.176 -7.088 0.366
H -2.171 1.684 -6.482 0.360
H -0.742 1.007 -5.694 -0.081
C 2.980 -5.897 9.443 -0.794
C 2.148 -6.455 8.383 0.405
N 1.497 -6.894 7.545 -0.410
H 2.595 -6.202 10.414 0.287
H 4.003 -6.255 9.335 0.280
H 2.976 -4.810 9.384 0.282
C -4.025 8.026 2.427 -0.787
C -2.590 7.858 2.625 0.422
N -1.461 7.726 2.779 -0.446
H -4.377 7.316 1.681 0.250
H -4.550 7.849 3.364 0.272
H -4.234 9.038 2.085 0.304
C 1.682 -1.452 -5.855 -0.108
C 1.440 -0.642 -7.044 0.330
N 1.244 -0.001 -7.976 -0.471
H 2.752 -1.597 -5.716 -0.014
H 1.270 -0.955 -4.977 -0.023
H 1.210 -2.427 -5.967 0.317
C 2.302 -10.469 7.299 -0.599
C 3.166 -11.509 7.846 0.291
N 3.849 -12.325 8.276 -0.355
H 2.169 -10.617 6.229 0.266
H 1.329 -10.500 7.785 0.258
H 2.745 -9.489 7.465 0.120
C 4.995 -5.182 -2.340 -0.346
C 4.148 -6.364 -2.439 0.243
N 3.483 -7.295 -2.517 -0.490
H 4.960 -4.631 -3.279 -0.011
H 4.633 -4.542 -1.535 0.238
H 6.022 -5.480 -2.134 0.345
C 6.648 -1.686 -3.806 -0.703
C 5.806 -2.333 -4.807 0.418
N 5.137 -2.819 -5.604 -0.482
H 6.312 -1.949 -2.805 0.260
H 7.688 -1.978 -3.932 0.357
H 6.563 -0.608 -3.938 0.200
C -7.910 5.707 -4.557 -0.794
C -8.642 4.453 -4.423 0.404
N -9.218 3.467 -4.318 -0.435
H -8.031 6.099 -5.565 0.311
H -8.291 6.436 -3.845 0.263
H -6.851 5.539 -4.367 0.259
C -9.290 -0.672 2.878 -0.655
C -10.292 0.076 2.127 0.334
N -11.069 0.672 1.529 -0.392
H -9.402 -0.473 3.942 0.261
H -9.415 -1.738 2.699 0.258
H -8.294 -0.370 2.558 0.197
```

Summary:
* relative energy (zero: lowest compared OMol25 entry of this formula, charge and spin): 0.0 kcal per mole
* calculated total energy: -3882.568414 Eh
* orbital gap: 7.271 eV
* total charge: 0
* multiplicity: 1